Entry 1:
{"formula": "C10H18F5N3O2RuSeSiTe", "method": "wB97M-V/def2-TZVPD", "total_charge": 2, "relative_energy_kj_mol": 143.0, "homo_ev": [-15.51, -16.72], "homo_lumo_gap_ev": [6.6, 7.2], "s2": 6.03, "multiplicity": 5, "species": ["Ru", "C", "O", "H", "H", "H", "H", "F", "Te", "F", "F", "F", "F", "O", "Se", "N", "C", "C", "C", "C", "N", "C", "N", "H", "H", "H", "C", "Si", "C", "C", "C", "H", "H", "H", "H", "H", "H", "H", "H", "H", "H", "H"], "xyz": [[0.191, 0.015, -0.024], [3.436, 0.581, -0.533], [2.074, 1.042, -0.282], [3.513, 0.154, -1.529], [3.664, -0.158, 0.226], [4.105, 1.429, -0.427], [1.925, 1.918, -0.674], [0.977, 2.951, 2.838], [-0.294, 1.744, 2.373], [1.074, 0.400, 2.157], [-0.323, 1.187, 4.105], [-1.291, 0.140, 2.014], [-1.853, 2.607, 2.732], [-0.309, 2.047, 0.585], [-3.348, -3.175, 1.209], [-4.502, -1.958, 0.801], [-3.909, -1.002, 0.098], [-4.541, 0.162, -0.420], [-3.767, 1.038, -1.119], [-2.380, 0.822, -1.237], [-1.741, -0.246, -0.754], [-2.514, -1.193, -0.137], [-2.012, -2.327, 0.334], [-5.597, 0.330, -0.251], [-4.189, 1.936, -1.548], [-1.761, 1.566, -1.720], [-0.441, -5.033, -0.185], [-0.276, -3.083, -0.096], [-0.772, -3.079, -2.035], [0.179, -3.192, 1.820], [1.102, -1.762, -0.417], [-1.483, -5.260, -0.418], [-0.133, -5.488, 0.752], [0.187, -5.378, -1.005], [-1.760, -3.524, -2.158], [-0.030, -3.684, -2.551], [-0.746, -2.058, -2.409], [-0.593, -3.752, 2.351], [0.254, -2.176, 2.211], [1.130, -3.712, 1.926], [1.495, -1.850, -1.431], [1.896, -1.869, 0.327]], "forces_ev_per_angstrom": [[0.9, 0.6, -0.2], [0.0, 0.0, 0.0], [-0.1, -0.1, -0.4], [0.0, 0.0, 0.0], [0.0, 0.0, 0.0], [0.0, 0.0, 0.0], [0.1, -0.1, 0.2], [0.1, 0.6, 0.0], [-0.1, -0.7, 0.8], [0.2, 0.1, -0.3], [0.0, -0.1, 0.3], [-0.5, -0.2, -0.1], [-0.2, 0.6, 0.0], [0.2, -0.4, -0.5], [0.1, -0.3, 0.1], [-0.1, 0.2, -0.1], [0.0, -0.1, 0.0], [-0.1, 0.0, 0.0], [-0.1, 0.0, 0.0], [0.2, -0.2, 0.1], [-0.5, 0.1, 0.0], [0.1, 0.0, -0.1], [0.0, 0.3, -0.1], [0.0, 0.0, 0.0], [0.0, 0.0, 0.0], [0.0, 0.1, 0.0], [0.1, -0.3, 0.0], [0.3, 0.2, 0.1], [-0.1, -0.2, -0.2], [-0.2, -0.1, 0.1], [-0.3, -0.1, 0.1], [0.0, 0.0, 0.0], [0.0, 0.0, 0.0], [0.0, 0.0, 0.0], [0.0, 0.0, 0.0], [0.0, 0.0, 0.0], [0.0, 0.0, 0.1], [0.1, 0.0, 0.0], [0.0, 0.0, 0.0], [0.0, 0.0, -0.1], [-0.1, 0.1, 0.0], [0.0, 0.0, 0.0]]}


Entry 2:
{"formula": "C10H18FNO2P", "method": "wB97M-V/def2-TZVPD", "total_charge": 1, "relative_energy_kj_mol": 151.6, "homo_ev": -11.50, "homo_lumo_gap_ev": 8.5, "species": ["C", "C", "C", "C", "C", "C", "C", "C", "C", "C", "N", "O", "O", "F", "P", "H", "H", "H", "H", "H", "H", "H", "H", "H", "H", "H", "H", "H", "H", "H", "H", "H", "H"], "xyz": [[0.270, -1.484, 0.850], [-0.194, 1.354, -1.134], [0.813, -0.039, 1.212], [-1.171, 0.783, -0.139], [-0.556, -1.561, -0.451], [1.187, 0.765, -1.030], [1.500, 0.016, 2.602], [-2.487, 1.644, -0.058], [-1.298, -2.837, -0.600], [2.205, 1.403, -1.928], [-0.465, 0.832, 1.227], [1.670, 0.507, 0.212], [-1.592, -0.505, -0.374], [1.675, -2.313, -1.241], [0.484, -1.405, -1.994], [1.028, -2.157, 0.753], [-0.221, -1.893, 1.759], [-0.563, 1.352, -2.260], [-0.170, 2.363, -0.908], [2.013, 0.953, 2.766], [2.227, -0.847, 2.801], [0.710, 0.052, 3.350], [-2.592, 2.512, -0.776], [-2.652, 2.019, 0.913], [-3.220, 0.874, -0.303], [-0.644, -3.668, -0.523], [-1.592, -3.017, -1.624], [-2.207, -2.991, -0.070], [2.077, 2.581, -1.777], [1.863, 1.211, -2.907], [3.171, 1.248, -1.566], [-0.912, 0.371, 2.054], [-0.359, 1.878, 1.165]], "forces_ev_per_angstrom": [[-1.7, 2.1, 0.8], [0.0, -1.3, -1.8], [0.6, -0.6, -1.1], [-2.1, -0.4, -0.6], [-0.9, 1.3, 1.1], [-1.2, -2.8, -2.5], [0.2, -0.7, -0.5], [0.6, -0.6, -1.7], [-0.3, -0.7, -1.3], [-2.5, 3.4, 1.9], [0.8, 0.2, -0.5], [0.0, -0.1, 1.9], [0.4, -0.8, -0.3], [-0.5, 0.5, -1.3], [2.3, 1.8, 2.3], [2.7, -1.4, -0.3], [-0.6, 0.5, -0.6], [0.5, -0.4, 2.5], [0.4, 2.6, 0.4], [0.4, 0.2, -0.4], [-1.3, 1.2, -0.5], [-0.1, -0.6, 0.3], [0.5, -1.2, 0.6], [-0.3, 0.4, 1.3], [-0.4, 0.5, 0.1], [0.8, -0.9, 0.9], [-0.3, 0.6, -0.7], [-0.5, 0.2, 1.2], [0.2, -2.1, -0.3], [0.7, -0.3, -1.4], [1.7, -0.9, -0.3], [-0.8, 1.4, -0.9], [0.6, -1.1, 1.9]]}


Entry 3:
{"formula": "C10H18INS", "method": "wB97M-V/def2-TZVPD", "relative_energy_kj_mol": 72.6, "homo_ev": [-7.63, -7.63], "homo_lumo_gap_ev": [7.5, 7.5], "species": ["C", "C", "C", "C", "C", "C", "C", "C", "C", "C", "N", "S", "I", "H", "H", "H", "H", "H", "H", "H", "H", "H", "H", "H", "H", "H", "H", "H", "H", "H", "H"], "xyz": [[-1.184, 2.680, 0.876], [-1.986, 2.447, -0.386], [-0.265, 1.538, 1.384], [-0.951, 2.261, -1.474], [0.788, 1.400, 0.216], [0.011, 1.173, -1.099], [0.710, -1.304, -0.767], [-0.347, -3.625, -0.711], [1.972, -3.033, 0.440], [0.589, -2.573, 0.061], [1.657, 0.384, 0.554], [-0.763, -0.399, -0.977], [3.557, 0.597, -0.022], [-0.372, 3.470, 0.829], [-1.980, 2.937, 1.640], [-2.717, 1.625, -0.438], [-2.710, 3.306, -0.643], [0.309, 1.835, 2.384], [-0.600, 0.552, 1.545], [-1.397, 2.218, -2.472], [-0.290, 3.141, -1.503], [1.116, 2.421, -0.127], [0.796, 1.137, -1.909], [1.490, -1.138, -1.481], [-1.038, -2.997, -1.215], [-0.696, -4.292, 0.089], [0.188, -4.141, -1.435], [1.780, -3.853, 1.147], [2.613, -2.220, 0.790], [2.515, -3.452, -0.360], [0.052, -2.130, 0.913]], "forces_ev_per_angstrom": [[-1.1, 0.0, 3.0], [-0.6, 1.4, -1.5], [2.4, 2.0, 0.1], [-0.1, 1.1, -0.4], [-1.8, 1.8, 0.3], [0.8, -0.7, -2.1], [-0.8, 1.4, 1.4], [1.2, 1.7, 3.0], [-0.7, -0.5, 1.1], [-0.3, 1.5, -1.6], [-0.1, -2.4, -0.3], [0.4, -1.3, -0.3], [0.7, 0.1, -0.5], [-1.7, -0.1, -0.4], [1.3, 0.0, -0.3], [0.6, -0.3, 0.8], [1.5, -0.7, 0.5], [-1.2, -0.4, -2.2], [-1.1, -1.0, 0.2], [0.2, -0.6, 0.1], [-0.4, 0.2, 0.0], [0.9, -0.6, 1.2], [-0.6, -0.2, 0.7], [0.5, 0.0, -0.3], [-1.4, -0.1, -0.1], [-0.5, 0.1, -0.7], [1.2, -1.1, -1.2], [0.8, 0.3, 0.3], [-0.4, -0.2, 0.6], [0.4, -0.6, -1.3], [0.1, -0.9, 0.2]]}


Entry 4:
{"formula": "C10H18LiO8", "method": "wB97M-V/def2-TZVPD", "total_charge": -1, "homo_ev": -3.98, "homo_lumo_gap_ev": 6.5, "species": ["Li", "O", "C", "O", "O", "H", "O", "C", "O", "O", "H", "C", "C", "C", "O", "C", "H", "H", "H", "H", "H", "H", "H", "H", "C", "C", "C", "O", "C", "H", "H", "H", "H", "H", "H", "H", "H"], "xyz": [[-0.098, 0.538, -0.252], [1.068, 2.305, 2.983], [0.944, 2.769, 1.809], [1.312, 3.912, 1.531], [0.476, 2.091, 0.866], [1.691, 2.958, 3.311], [-1.598, 2.466, -3.464], [-0.720, 2.311, -2.509], [-0.340, 3.305, -1.896], [-0.222, 1.274, -2.160], [-1.477, 3.378, -3.187], [2.831, -1.206, 1.891], [3.487, -0.401, 0.863], [2.620, -0.755, -0.287], [1.298, -0.749, 0.203], [1.370, -1.262, 1.522], [2.748, -0.807, 2.902], [3.243, -2.214, 1.918], [4.535, -0.666, 0.721], [3.339, 0.660, 1.064], [2.923, -1.688, -0.763], [2.726, -0.141, -1.182], [1.044, -2.301, 1.557], [0.637, -0.786, 2.173], [-2.802, -2.124, -0.998], [-3.128, -0.739, -1.549], [-2.961, 0.150, -0.364], [-1.757, -0.489, 0.188], [-1.549, -1.876, -0.169], [-2.546, -2.890, -1.730], [-3.584, -2.516, -0.348], [-4.153, -0.675, -1.915], [-2.390, -0.525, -2.322], [-3.898, 0.103, 0.190], [-2.888, 1.231, -0.482], [-1.558, -2.629, 0.619], [-0.626, -2.014, -0.733]], "forces_ev_per_angstrom": [[0.3, 1.5, -0.1], [0.8, -2.1, 4.5], [-1.2, 2.0, -7.7], [1.3, 2.0, 1.8], [-1.1, -3.0, 0.5], [0.1, 0.3, 1.0], [-1.5, -0.4, -1.7], [3.2, 0.0, 3.5], [-0.9, 4.0, -0.3], [0.5, -6.9, 0.0], [-1.6, 2.6, -1.3], [-0.9, -0.9, 2.8], [0.5, 1.3, -0.3], [0.4, 0.2, -2.5], [0.0, -0.3, -0.4], [-1.0, -1.1, -0.3], [1.1, 0.1, 0.2], [0.0, 0.0, 0.1], [0.0, 0.2, -0.1], [0.3, 0.1, 0.0], [-0.3, -1.0, 0.6], [-0.5, 0.9, 0.4], [-0.1, -0.4, -0.4], [0.4, 0.8, -0.1], [0.4, -0.6, -0.3], [-0.7, -0.4, -1.2], [0.4, -1.3, -0.3], [0.8, 1.0, 2.0], [-1.8, 0.6, -0.9], [-0.5, 0.1, -0.4], [-0.2, 0.1, 0.0], [0.1, -0.1, -0.4], [-0.2, 0.4, -0.1], [0.3, -0.8, 1.2], [1.2, -0.2, -0.4], [0.2, 0.7, 0.8], [0.0, 0.4, 0.0]]}


Entry 5:
{"formula": "C10H18N2", "method": "wB97M-V/def2-TZVPD", "relative_energy_kj_mol": 383.6, "homo_ev": -8.24, "homo_lumo_gap_ev": 9.0, "species": ["C", "C", "C", "C", "C", "C", "C", "C", "C", "C", "N", "N", "H", "H", "H", "H", "H", "H", "H", "H", "H", "H", "H", "H", "H", "H", "H", "H", "H", "H"], "xyz": [[-1.643, -1.409, -1.710], [-0.093, 0.398, -2.823], [-1.249, 1.151, -2.306], [-0.945, -0.213, -1.659], [1.344, -0.262, 2.096], [1.347, -1.580, 0.055], [1.925, 0.923, -0.034], [-2.821, -0.043, 1.326], [-0.377, 0.260, 0.305], [1.046, -0.164, 0.586], [-2.256, -2.375, -1.571], [-1.345, -0.379, 1.140], [-0.209, -0.209, -3.688], [0.935, 0.710, -2.592], [-1.132, 1.937, -1.592], [-2.096, 1.251, -2.911], [0.444, -0.690, 2.528], [2.268, -0.838, 2.157], [1.505, 0.710, 2.490], [1.547, -2.420, 0.771], [2.174, -1.388, -0.599], [0.553, -1.905, -0.558], [1.707, 1.169, -1.045], [3.006, 0.675, -0.018], [1.697, 1.921, 0.382], [-3.361, -0.954, 1.144], [-3.049, 0.138, 2.416], [-3.097, 0.807, 0.796], [-0.531, 1.347, 0.201], [-1.099, -1.319, 0.930]], "forces_ev_per_angstrom": [[-0.7, -0.1, 0.0], [0.5, -0.8, 1.8], [0.0, -1.5, 0.7], [2.7, 3.4, 1.6], [-0.3, 0.1, -1.1], [0.3, 0.1, 0.1], [0.7, 0.4, 0.2], [2.5, -1.8, 2.2], [-3.1, -0.2, -1.3], [0.2, -0.1, 0.4], [0.0, -0.4, 0.0], [0.4, 1.4, -0.5], [-0.1, 0.1, -0.9], [-0.7, -0.2, -0.3], [0.3, 0.6, 0.0], [-1.2, 0.1, -0.9], [0.5, -0.4, 0.6], [-0.2, -0.1, 0.6], [0.1, 0.9, 0.7], [0.0, 1.2, -0.3], [0.8, -0.8, -0.4], [-0.9, -0.5, -0.9], [-0.3, -0.5, -1.1], [-0.6, 0.3, 0.4], [0.5, -0.5, 0.7], [-0.5, -0.1, -0.8], [0.7, 0.1, -0.9], [-0.6, 1.2, -1.3], [0.1, -0.5, 0.2], [-1.0, -1.5, 0.6]]}


Entry 6:
{"formula": "C10H18N2O3", "method": "wB97M-V/def2-TZVPD", "total_charge": 2, "relative_energy_kj_mol": 377.3, "homo_ev": [-17.41, -17.42], "homo_lumo_gap_ev": [9.1, 7.0], "species": ["C", "C", "C", "C", "C", "C", "C", "C", "C", "C", "N", "N", "O", "O", "O", "H", "H", "H", "H", "H", "H", "H", "H", "H", "H", "H", "H", "H", "H", "H", "H", "H", "H"], "xyz": [[-0.538, 0.664, -0.485], [-0.633, -0.586, 0.019], [0.883, 0.885, -0.854], [-1.678, 1.661, -0.705], [-1.749, -1.423, 0.489], [-2.885, 1.564, 0.272], [-3.141, -0.906, 0.705], [3.786, 1.014, 1.117], [3.605, -0.431, 0.738], [2.950, -0.710, -0.638], [1.491, -0.391, -0.672], [-3.578, 0.295, -0.149], [1.519, 1.858, -1.135], [0.244, -2.329, -1.615], [0.636, -1.226, -0.167], [-1.314, 2.621, -0.607], [-1.996, 1.633, -1.796], [-1.815, -2.192, -0.379], [-1.518, -2.091, 1.440], [-2.440, 1.507, 1.218], [-3.505, 2.383, 0.245], [-3.839, -1.681, 0.413], [-3.258, -0.522, 1.754], [3.430, 1.729, 0.279], [3.256, 1.298, 2.052], [4.844, 1.373, 1.440], [3.087, -0.919, 1.602], [4.586, -0.903, 0.465], [3.347, -0.066, -1.399], [3.020, -1.765, -0.757], [-4.561, 0.285, 0.005], [-3.362, 0.048, -1.067], [1.125, -2.680, -1.829]], "forces_ev_per_angstrom": [[-1.1, -0.3, 0.4], [0.4, 2.0, -0.7], [-0.4, 0.2, 0.1], [-0.6, -1.2, -0.9], [0.8, -3.7, -0.5], [2.4, -2.0, -2.7], [-0.2, 1.6, 1.0], [0.8, 3.1, 0.2], [0.8, -0.4, 0.0], [-1.6, 0.7, 1.6], [0.6, 0.6, 0.6], [0.9, -0.6, 3.4], [-0.3, -0.2, -0.2], [-1.0, -1.3, -1.8], [0.5, 0.3, 2.1], [1.1, 2.2, 0.3], [0.2, -0.2, 1.2], [0.1, 0.8, 1.4], [-0.1, 1.4, -1.9], [0.0, -0.6, 1.7], [-1.6, 1.7, -0.5], [-0.1, -0.3, 0.6], [-0.2, -0.7, -0.9], [0.7, -1.0, 1.4], [-0.2, -0.3, -0.8], [-1.5, -1.1, -1.1], [0.6, -0.4, -1.1], [-0.6, 0.2, 1.0], [0.5, -0.1, -0.5], [0.1, -0.8, -0.8], [-1.3, 0.5, -0.2], [0.1, 0.0, -2.3], [0.1, -0.2, 0.1]]}


Entry 7:
{"formula": "C10H18N2O4S", "method": "wB97M-V/def2-TZVPD", "homo_ev": -8.11, "smiles": "COC(=O)CNC(=O)[C@@H](CCSC)NC(C)=O", "homo_lumo_gap_ev": 8.7, "species": ["C", "H", "H", "H", "O", "C", "O", "C", "N", "C", "O", "C", "N", "C", "O", "C", "H", "H", "H", "H", "C", "C", "H", "H", "S", "C", "H", "H", "H", "H", "H", "H", "H", "H", "H"], "xyz": [[1.608, -0.396, -5.347], [0.823, 0.353, -5.234], [1.181, -1.340, -5.685], [2.360, -0.053, -6.057], [2.252, -0.621, -4.095], [1.797, 0.031, -3.032], [0.888, 0.820, -3.031], [2.589, -0.336, -1.784], [2.043, 0.330, -0.630], [1.277, -0.344, 0.260], [1.220, -1.554, 0.301], [0.521, 0.547, 1.243], [-0.044, -0.311, 2.253], [-0.633, 0.148, 3.375], [-0.682, 1.331, 3.654], [-1.224, -0.949, 4.232], [-1.669, -0.515, 5.123], [-1.986, -1.479, 3.665], [-0.450, -1.655, 4.520], [-0.069, -1.292, 2.008], [-0.556, 1.386, 0.523], [-1.525, 0.570, -0.321], [-0.991, -0.064, -1.028], [-2.181, 1.239, -0.881], [-2.602, -0.568, 0.611], [-3.612, 0.627, 1.533], [-4.405, 0.059, 2.008], [-3.012, 1.122, 2.291], [-4.036, 1.348, 0.840], [-0.070, 2.110, -0.136], [-1.094, 1.945, 1.289], [1.222, 1.245, 1.724], [1.927, 1.329, -0.709], [2.515, -1.414, -1.611], [3.641, -0.073, -1.931]], "forces_ev_per_angstrom": [[-0.3, 0.2, -0.3], [0.1, -0.1, -0.1], [0.0, 0.1, 0.0], [0.0, 0.0, 0.1], [0.3, -0.3, 0.1], [0.0, 0.1, 0.4], [0.0, 0.0, -0.1], [-0.1, 0.0, 0.0], [0.2, 0.2, -0.3], [0.1, 0.5, 0.4], [-0.2, -0.4, -0.1], [-0.3, 0.3, 0.2], [0.5, -0.3, -0.1], [0.0, -0.5, -0.1], [0.0, 0.5, 0.1], [0.0, 0.2, 0.1], [0.0, 0.0, 0.0], [-0.1, -0.1, -0.1], [0.0, -0.1, 0.0], [-0.1, 0.1, 0.1], [0.0, -0.1, 0.0], [-0.2, -0.1, 0.4], [0.0, 0.0, -0.1], [0.1, 0.0, -0.1], [-0.4, 0.0, -0.3], [0.4, -0.2, -0.2], [-0.1, 0.0, 0.1], [-0.1, 0.1, 0.1], [-0.1, 0.1, 0.0], [0.0, 0.1, 0.0], [0.1, 0.0, -0.1], [0.0, -0.1, -0.1], [-0.1, -0.1, 0.1], [0.1, 0.2, -0.1], [-0.1, -0.1, 0.0]]}


> Which formula does entry 5 have?

C10H18N2


Please write out number 1 again, unchanged.
{"formula": "C10H18F5N3O2RuSeSiTe", "method": "wB97M-V/def2-TZVPD", "total_charge": 2, "relative_energy_kj_mol": 143.0, "homo_ev": [-15.51, -16.72], "homo_lumo_gap_ev": [6.6, 7.2], "s2": 6.03, "multiplicity": 5, "species": ["Ru", "C", "O", "H", "H", "H", "H", "F", "Te", "F", "F", "F", "F", "O", "Se", "N", "C", "C", "C", "C", "N", "C", "N", "H", "H", "H", "C", "Si", "C", "C", "C", "H", "H", "H", "H", "H", "H", "H", "H", "H", "H", "H"], "xyz": [[0.191, 0.015, -0.024], [3.436, 0.581, -0.533], [2.074, 1.042, -0.282], [3.513, 0.154, -1.529], [3.664, -0.158, 0.226], [4.105, 1.429, -0.427], [1.925, 1.918, -0.674], [0.977, 2.951, 2.838], [-0.294, 1.744, 2.373], [1.074, 0.400, 2.157], [-0.323, 1.187, 4.105], [-1.291, 0.140, 2.014], [-1.853, 2.607, 2.732], [-0.309, 2.047, 0.585], [-3.348, -3.175, 1.209], [-4.502, -1.958, 0.801], [-3.909, -1.002, 0.098], [-4.541, 0.162, -0.420], [-3.767, 1.038, -1.119], [-2.380, 0.822, -1.237], [-1.741, -0.246, -0.754], [-2.514, -1.193, -0.137], [-2.012, -2.327, 0.334], [-5.597, 0.330, -0.251], [-4.189, 1.936, -1.548], [-1.761, 1.566, -1.720], [-0.441, -5.033, -0.185], [-0.276, -3.083, -0.096], [-0.772, -3.079, -2.035], [0.179, -3.192, 1.820], [1.102, -1.762, -0.417], [-1.483, -5.260, -0.418], [-0.133, -5.488, 0.752], [0.187, -5.378, -1.005], [-1.760, -3.524, -2.158], [-0.030, -3.684, -2.551], [-0.746, -2.058, -2.409], [-0.593, -3.752, 2.351], [0.254, -2.176, 2.211], [1.130, -3.712, 1.926], [1.495, -1.850, -1.431], [1.896, -1.869, 0.327]], "forces_ev_per_angstrom": [[0.9, 0.6, -0.2], [0.0, 0.0, 0.0], [-0.1, -0.1, -0.4], [0.0, 0.0, 0.0], [0.0, 0.0, 0.0], [0.0, 0.0, 0.0], [0.1, -0.1, 0.2], [0.1, 0.6, 0.0], [-0.1, -0.7, 0.8], [0.2, 0.1, -0.3], [0.0, -0.1, 0.3], [-0.5, -0.2, -0.1], [-0.2, 0.6, 0.0], [0.2, -0.4, -0.5], [0.1, -0.3, 0.1], [-0.1, 0.2, -0.1], [0.0, -0.1, 0.0], [-0.1, 0.0, 0.0], [-0.1, 0.0, 0.0], [0.2, -0.2, 0.1], [-0.5, 0.1, 0.0], [0.1, 0.0, -0.1], [0.0, 0.3, -0.1], [0.0, 0.0, 0.0], [0.0, 0.0, 0.0], [0.0, 0.1, 0.0], [0.1, -0.3, 0.0], [0.3, 0.2, 0.1], [-0.1, -0.2, -0.2], [-0.2, -0.1, 0.1], [-0.3, -0.1, 0.1], [0.0, 0.0, 0.0], [0.0, 0.0, 0.0], [0.0, 0.0, 0.0], [0.0, 0.0, 0.0], [0.0, 0.0, 0.0], [0.0, 0.0, 0.1], [0.1, 0.0, 0.0], [0.0, 0.0, 0.0], [0.0, 0.0, -0.1], [-0.1, 0.1, 0.0], [0.0, 0.0, 0.0]]}